P:
C2H3NS2 | ωB97M-V/def2-TZVPD

SMILES string: C=NC(=S)S
Lowest unoccupied orbital energy (eV): -0.802
Gap between HOMO and LUMO (eV): 7.87

Geometry (Å):
C  -1.580  -0.444  0.248
N  -0.388  -0.789  0.498
C  0.757  -0.242  -0.065
S  2.174  -0.961  -0.339
S  0.888  1.597  -0.105
H  -2.165  -0.904  0.951
H  -1.853  0.235  -0.570
H  2.168  1.508  -0.618



Q:
C2H3NS2 | ωB97M-V/def2-TZVPD

SMILES string: C1=NCSS1
Lowest unoccupied orbital energy (eV): -1.360
Gap between HOMO and LUMO (eV): 7.33

Geometry (Å):
C  -1.359  0.058  0.899
N  -0.480  -0.246  0.078
C  0.751  0.368  -0.033
S  0.824  2.090  0.550
S  -1.249  1.527  1.805
H  -2.246  -0.555  1.202
H  1.626  -0.100  0.476
H  1.104  0.646  -1.167



R:
C2H3NS2 | ωB97M-V/def2-TZVPD

SMILES string: C=NSC=S
Lowest unoccupied orbital energy (eV): -0.876
Gap between HOMO and LUMO (eV): 7.83

Geometry (Å):
C  1.756  0.032  -0.154
N  0.589  -0.271  -0.214
S  -0.678  1.111  0.023
C  -1.859  -0.197  0.452
S  -3.399  0.159  -0.259
H  2.228  1.065  -0.175
H  2.560  -0.863  -0.505
H  -1.197  -1.035  0.832



Which structure is most stable? P, by 2.7 kcal/mol over the runner-up.



P:
C2H3NS2 | ωB97M-V/def2-TZVPD

Lowest unoccupied orbital energy (spin up / spin down) (eV): -1.653 / -0.782
Gap between HOMO and LUMO (spin up / spin down) (eV): 7.35 / 7.97

Geometry (Å):
C  0.631  0.886  -0.234
C  0.291  -0.604  0.069
N  -0.098  1.839  -0.362
S  -1.351  -1.097  -0.466
S  -2.582  -0.008  0.565
H  1.726  0.943  -0.261
H  0.987  -1.256  -0.456
H  0.397  -0.704  1.145



Q:
C2H3NS2 | ωB97M-V/def2-TZVPD

SMILES string: S=C/N=C\S
Lowest unoccupied orbital energy (spin up / spin down) (eV): -1.294 / -1.294
Gap between HOMO and LUMO (spin up / spin down) (eV): 7.71 / 7.71

Geometry (Å):
S  1.366  -1.762  0.400
C  0.152  -0.827  1.047
N  -0.644  0.155  0.639
C  -0.437  0.984  -0.287
S  0.272  1.020  -1.940
H  -0.065  -1.142  2.086
H  -1.265  1.742  -0.397
H  0.621  -0.170  -1.549



Which structure is most stable? Q, by 4.8 kcal/mol over the runner-up.



P:
C6H11PS | ωB97M-V/def2-TZVPD

Lowest unoccupied orbital energy (spin up / spin down) (eV): -1.144 / -1.141
Gap between HOMO and LUMO (spin up / spin down) (eV): 7.02 / 7.02

Geometry (Å):
C  1.075  0.679  -1.180
C  0.482  -0.329  -0.605
C  0.388  1.947  -1.077
C  -1.198  1.702  -0.752
C  0.169  -2.918  -1.469
C  -1.079  0.395  1.925
P  -1.175  0.087  0.121
S  -2.626  -1.077  -0.176
H  1.923  0.351  -1.787
H  0.893  2.734  -0.483
H  0.338  2.479  -2.061
H  -1.519  2.545  -0.133
H  -1.687  1.704  -1.758
H  1.055  -3.247  -1.055
H  0.186  -2.522  -2.477
H  -0.786  -2.840  -0.913
H  -0.197  1.127  1.729
H  -1.995  0.882  2.294
H  -0.765  -0.319  2.619



Q:
C6H11PS | ωB97M-V/def2-TZVPD

SMILES string: C=CS[C@](C)(P)C=C
Lowest unoccupied orbital energy (eV): 0.939
Gap between HOMO and LUMO (eV): 9.35

Geometry (Å):
C  -1.489  -2.858  -0.742
C  -0.677  -1.826  -0.848
S  -1.375  -0.296  -1.201
C  -0.328  0.733  -0.163
C  -0.378  0.328  1.336
P  -0.690  2.504  -0.487
C  1.472  0.685  -0.688
C  2.443  0.878  0.133
H  -1.080  -3.737  -0.388
H  -2.458  -2.772  -1.120
H  0.340  -1.869  -0.511
H  -1.505  0.255  1.417
H  0.120  -0.710  1.321
H  0.104  1.116  1.882
H  -0.012  3.028  0.721
H  -1.932  2.534  0.173
H  1.773  0.347  -1.662
H  3.335  0.506  -0.244
H  2.339  1.155  1.068



Which structure is most stable? Q, by 24.4 kcal/mol over the runner-up.



P:
C3H7ClN2O | ωB97M-V/def2-TZVPD

SMILES string: CO/C(CCl)=N\N
Lowest unoccupied orbital energy (eV): 0.873
Gap between HOMO and LUMO (eV): 9.89

Geometry (Å):
C  0.718  -0.773  1.636
O  0.169  0.322  0.792
C  -0.210  0.345  -0.579
C  1.074  1.111  -1.300
Cl  2.528  0.222  -0.725
N  -1.331  0.045  -1.248
N  -2.283  -0.596  -0.395
H  1.689  -1.154  1.228
H  -0.176  -1.607  1.702
H  0.680  -0.422  2.754
H  1.115  0.830  -2.386
H  1.208  2.101  -1.065
H  -1.941  -0.021  0.477
H  -3.243  -0.402  -0.891



Q:
C3H7ClN2O | ωB97M-V/def2-TZVPD

SMILES string: NC(N)(Cl)[C@H]1CO1
Lowest unoccupied orbital energy (eV): 0.814
Gap between HOMO and LUMO (eV): 10.58

Geometry (Å):
N  0.965  0.545  1.503
C  0.263  -0.149  0.537
N  1.353  -0.680  -0.682
Cl  -0.793  -1.554  1.131
C  -0.572  0.718  -0.340
C  -1.457  0.069  -1.295
O  -1.988  0.695  -0.169
H  0.414  1.161  2.167
H  1.459  -0.134  2.126
H  2.137  -0.027  -0.555
H  1.383  -1.683  -0.490
H  -0.157  1.649  -0.428
H  -1.603  0.509  -2.201
H  -1.404  -1.120  -1.305



Which structure is most stable? Q, by 32.9 kcal/mol over the runner-up.